Record 1
A 2-piece molecular cluster, ClH2O2PS overall in a non-equilibrium geometry. Source: OMol25; level of theory: ωB97M-V with the def2-TZVPD basis set.

Calculated values
**Orbital gap (alpha / beta)**: 7.41 / 7.32 eV
**Energy**: -36772.3099 eV
**HOMO level (alpha / beta)**: -9.630 / -9.515 eV
**Relative energy (zero: lowest compared OMol25 entry of this formula, charge and spin)**: 97.2 kcal per mole

Cartesian coordinates (Å):
O1 -1.6544 1.2666 -0.7289
O2 0.8863 -0.4109 0.4855
P1 -0.2806 1.9011 -0.2518
S1 0.7284 2.9923 -1.5649
Cl1 -0.6160 2.5299 1.6656
H1 -2.4012 0.9917 -0.1441
H2 1.8737 -0.1514 0.4539

***

Record 2
A 10-piece molecular cluster, C23H50BCl18N4O2 overall in a non-equilibrium geometry. Source: OMol25; level of theory: ωB97M-V with the def2-TZVPD basis set.

Calculated values
**Orbital gap**: 8.14 eV
**Energy**: -260795.9427 eV
**HOMO level**: -11.978 eV
**Charge**: +1
**Relative energy (zero: lowest compared OMol25 entry of this formula, charge and spin)**: 0.0 kcal per mole

Cartesian coordinates (Å):
C1 7.4607 1.6904 1.0323
C2 6.1945 2.4649 0.6944
N1 4.9475 1.7112 1.0133
C3 4.1904 1.3189 -0.1323
N2 4.7482 0.0189 -0.7336
C4 4.0255 -0.9594 -0.2361
N3 4.4426 -2.1006 0.3243
N4 2.6589 -0.5605 -0.3290
C5 2.7941 0.7778 0.3692
B1 1.4988 1.6927 0.3208
O1 1.5608 3.0242 0.0307
O2 0.2993 1.1302 0.6319
H1 7.4310 1.3011 2.0497
H2 8.3165 2.3525 0.9267
H3 7.6341 0.8451 0.3601
H4 6.2117 3.3896 1.2681
H5 6.1721 2.7126 -0.3651
H6 5.2200 0.8913 1.5458
H7 4.0856 2.1529 -0.8141
H8 5.7624 -0.0663 -0.7273
H9 4.8805 -2.1044 1.2317
H10 4.2651 -3.0089 -0.0760
H11 2.5833 -0.2658 -1.3031
H12 3.0286 0.5210 1.4094
H13 0.9264 3.5103 0.5670
H14 0.4826 0.3055 1.1073
Cl1 0.1794 -1.9929 2.1156
C6 -0.9021 -2.5017 0.7794
C7 -2.2869 -2.7873 1.2871
Cl2 -2.3207 -4.2442 2.3179
H15 -0.4599 -3.3686 0.2985
H16 -0.9316 -1.6867 0.0578
H17 -2.9562 -2.9678 0.4516
H18 -2.6742 -1.9544 1.8699
Cl3 2.2134 7.8115 3.0759
C8 2.3742 6.8517 1.5846
C9 3.3747 5.7348 1.7208
Cl4 5.0458 6.3361 1.8595
H19 2.6457 7.5279 0.7772
H20 1.3914 6.4336 1.3691
H21 3.3361 5.1049 0.8320
H22 3.1690 5.1163 2.5916
Cl5 3.4335 -5.6501 0.2544
C10 2.1498 -5.7952 1.4935
C11 2.4848 -5.0479 2.7573
Cl6 3.8455 -5.7864 3.6382
H23 1.9955 -6.8544 1.6796
H24 1.2401 -5.3841 1.0591
H25 1.6250 -5.0588 3.4245
H26 2.7432 -4.0127 2.5475
Cl7 -4.1026 -0.7525 7.4906
C12 -4.3519 -1.8210 6.0863
C13 -3.0656 -2.1143 5.3599
Cl8 -2.4161 -0.6707 4.5319
H27 -5.0792 -1.3489 5.4307
H28 -4.7767 -2.7498 6.4634
H29 -3.2397 -2.8681 4.5936
H30 -2.2999 -2.4823 6.0378
Cl9 -4.5306 -2.3995 -1.9503
C14 -3.9973 -3.2835 -3.4056
C15 -3.1427 -4.4759 -3.0608
Cl10 -1.5519 -3.9987 -2.3978
H31 -3.4657 -2.5890 -4.0450
H32 -4.8940 -3.6140 -3.9211
H33 -2.9483 -5.0574 -3.9603
H34 -3.6274 -5.1185 -2.3312
Cl11 4.9591 3.9907 -2.8612
C16 3.8170 3.6793 -4.1969
C17 2.4014 3.5108 -3.7118
Cl12 2.2131 2.0236 -2.7443
H35 4.1678 2.7959 -4.7238
H36 3.8696 4.5290 -4.8749
H37 1.7285 3.4342 -4.5634
H38 2.0793 4.3434 -3.0912
Cl13 -2.0621 7.4727 -0.9693
C18 -0.8400 8.4498 -0.1165
C19 0.0222 9.2400 -1.0656
Cl14 1.0942 8.1966 -2.0434
H39 -0.2446 7.7788 0.4956
H40 -1.3768 9.1307 0.5414
H41 0.6642 9.9145 -0.5015
H42 -0.5791 9.8296 -1.7521
Cl15 -6.2884 -4.3495 3.2610
C20 -6.6900 -5.5618 2.0149
C21 -5.5034 -5.8919 1.1470
Cl16 -5.0366 -4.5185 0.1078
H43 -7.5185 -5.1754 1.4270
H44 -7.0237 -6.4567 2.5371
H45 -5.7481 -6.7227 0.4872
H46 -4.6390 -6.1689 1.7460
Cl17 -5.5537 -1.3068 -5.1052
C22 -6.7008 -1.8856 -6.3430
C23 -8.0438 -2.2079 -5.7440
Cl18 -7.9639 -3.6368 -4.6793
H47 -6.2637 -2.7554 -6.8271
H48 -6.8027 -1.0943 -7.0834
H49 -8.7543 -2.4368 -6.5362
H50 -8.4304 -1.3758 -5.1617

***

Record 3
A 4-piece molecular cluster, C31H53BrF3NO11P overall in a non-equilibrium geometry. Source: OMol25; level of theory: ωB97M-V with the def2-TZVPD basis set.

Calculated values
**Orbital gap**: 7.30 eV
**Energy**: -144485.4847 eV
**HOMO level**: -10.830 eV
**Charge**: +1

Cartesian coordinates (Å):
C1 3.5711 -0.2993 1.8749
C2 2.1160 -1.0796 2.1435
O1 1.9310 -1.9765 0.9936
C3 0.5408 -1.8634 0.4414
C4 0.6633 -1.2204 -1.0521
C5 1.2538 -2.4045 -1.9984
N1 0.6167 -2.6790 -3.3111
C6 -0.7984 -2.2859 -3.5519
C7 -1.5783 -1.5010 -2.3511
C8 -2.2352 -2.6042 -1.2784
C9 -1.7206 -4.1264 -1.3607
O2 -1.7955 -4.6777 0.0365
C10 -2.7270 -5.1437 -2.2294
F1 -3.5163 -4.4463 -3.2681
F2 -1.9896 -6.3335 -2.7251
F3 -3.7348 -5.6611 -1.2295
P1 -3.2096 -0.8293 -3.2004
C11 -2.8659 0.6644 -4.3494
C12 -4.4443 -0.1994 -1.8237
C13 -4.4718 1.3832 -1.5519
C14 -0.6236 -0.3804 -1.6321
C15 0.0102 0.8115 -2.5198
C16 1.0630 0.4938 -3.7218
O3 2.3557 0.2104 -3.3896
Br1 0.7650 0.5994 -5.6985
O4 -1.5083 0.2333 -0.6427
C17 -0.9462 1.1455 0.3095
C18 -1.2460 2.7403 0.1408
C19 -2.2394 3.3696 1.3308
O5 -1.7960 3.1797 -1.1400
H1 4.1359 -0.0435 2.8674
H2 3.2642 0.6791 1.2632
H3 4.1789 -1.0343 1.1674
H4 2.1487 -1.6730 3.1785
H5 1.3254 -0.2242 2.2452
H6 0.1691 -2.9967 0.3672
H7 -0.2012 -1.3512 1.1781
H8 1.5371 -0.4084 -0.9551
H9 1.3142 -3.4485 -1.4193
H10 2.4007 -2.1517 -2.2232
H11 1.2348 -2.2598 -4.0701
H12 0.6849 -3.7292 -3.4807
H13 -0.8026 -1.5393 -4.4847
H14 -1.3748 -3.2455 -3.9687
H15 -2.1266 -2.2419 -0.1456
H16 -3.4207 -2.7037 -1.4034
H17 -0.6509 -4.3575 -1.7258
H18 -1.0538 -5.3702 0.0751
H19 -3.8756 0.8125 -4.9726
H20 -2.6737 1.6820 -3.8252
H21 -2.0712 0.3203 -5.1280
H22 -4.2760 -0.7644 -0.7993
H23 -5.5152 -0.5432 -2.2217
H24 -5.5670 1.6497 -1.1519
H25 -3.7723 1.5916 -0.6065
H26 -4.2879 2.1063 -2.4445
H27 -0.7208 1.6327 -2.9200
H28 0.7246 1.4349 -1.7812
H29 0.2357 1.0567 0.4641
H30 -1.3862 0.8515 1.3822
H31 -0.2196 3.3349 0.2814
H32 -1.9516 4.5254 1.4190
H33 -3.3284 3.2507 0.9147
H34 -2.0578 2.8421 2.3712
H35 -2.2480 4.0887 -1.0214
O6 -5.1627 6.1516 1.7145
C20 -4.4212 6.6050 0.8585
O7 -3.7099 5.8450 -0.0250
C21 -2.8702 6.6954 -0.8043
C22 -3.5031 8.0600 -0.7253
C23 -4.1207 8.0585 0.6502
H36 -1.8625 6.6791 -0.3759
H37 -2.8241 6.3260 -1.8329
H38 -2.7914 8.8745 -0.8845
H39 -4.2922 8.1474 -1.4820
H40 -3.4126 8.3902 1.4146
H41 -5.0334 8.6581 0.6808
O8 4.9123 -3.0724 1.3076
C24 4.5292 -4.1665 0.9276
O9 5.3530 -5.2255 0.6747
C25 4.5817 -6.3029 0.1456
C26 3.1687 -6.0393 0.5960
C27 3.1075 -4.5331 0.6268
H42 4.6779 -6.2987 -0.9453
H43 4.9624 -7.2531 0.5313
H44 2.4175 -6.4946 -0.0547
H45 3.0227 -6.4336 1.6090
H46 2.8291 -4.1172 -0.3455
H47 2.4340 -4.1749 1.4089
O10 2.5610 2.8490 5.3264
C28 3.5624 2.1903 5.5534
O11 4.1947 1.4079 4.6302
C29 5.2585 0.7006 5.2658
C30 5.5862 1.4999 6.4997
C31 4.2486 2.0818 6.8813
H48 4.9119 -0.3102 5.5052
H49 6.1127 0.6307 4.5861
H50 6.0449 0.9013 7.2912
H51 6.2795 2.3103 6.2435
H52 3.6788 1.4048 7.5238
H53 4.3568 3.0623 7.3506

***

Record 4
A 2-piece molecular cluster, C4H12N2O3 overall in a non-equilibrium geometry. Source: OMol25; level of theory: ωB97M-V with the def2-TZVPD basis set.

Calculated values
**Orbital gap**: 9.83 eV
**Energy**: -13465.0448 eV
**HOMO level**: -9.358 eV
**Relative energy (zero: lowest compared OMol25 entry of this formula, charge and spin)**: 29.0 kcal per mole

Cartesian coordinates (Å):
C1 -0.5428 1.1258 1.2316
N1 -1.6470 0.1966 0.9265
C2 -1.9774 -0.1990 -0.3850
O1 -1.1113 -1.2456 -0.9561
C3 0.6481 1.0840 0.2568
N2 1.4661 -0.0991 0.3829
C4 2.4706 -0.1572 1.2874
O2 2.5945 0.6437 2.1936
H1 -0.9404 2.1437 1.2287
H2 -0.1787 0.8754 2.2239
H3 -1.7305 -0.5140 1.6357
H4 -2.9246 -0.7247 -0.3603
H5 -1.8855 0.6661 -1.0273
H6 -0.8629 -1.9607 -0.3671
H7 1.2639 1.9369 0.5402
H8 0.3195 1.2585 -0.7640
H9 1.2957 -0.8550 -0.2546
H10 3.2002 -0.9441 1.1240
H11 0.0549 -0.8872 -2.1870
H12 -0.0257 -1.4139 -3.6773
O3 0.5133 -0.9303 -3.0525